# 1
71
Properties=species:S:1:pos:R:3:forces:R:3 method="wB97M-V/def2-TZVPD" total_charge=-3 fmax_ev_per_a=5.99 homo_lumo_gap_ev=5.1 homo_ev=0.8 lumo_energy_ha=0.2149
Cd 0.0392 0.0897 0.0826 3.736 0.284 -1.629
Cd -2.6388 -1.6350 0.6565 -1.892 -2.660 1.176
P -0.1961 -2.5182 -0.0924 -2.856 -5.136 1.139
P -2.1844 0.9069 1.0856 -3.771 -0.445 2.186
O 1.1716 0.1411 -1.6064 1.739 0.575 -2.617
O -1.2997 -3.2454 -3.2072 -0.363 -0.053 -1.846
O -1.3902 1.3990 -0.1785 -4.294 4.094 0.197
O -1.2396 -3.0934 0.8975 2.174 -0.926 1.776
O -0.7645 -0.6243 4.1423 0.244 -0.333 1.401
O 1.3388 1.3708 0.9576 2.819 1.906 1.200
O 1.7279 -1.2945 -4.1920 0.179 0.553 -0.287
O -1.3434 -0.4260 -3.1732 -0.100 1.259 -1.589
O 2.7531 4.3749 -0.3275 1.171 0.184 -0.027
O -1.0452 -1.4589 -0.7893 -0.054 -0.349 -4.273
O 2.0836 -3.7820 -2.5053 2.269 -0.017 -2.298
O -1.7887 2.5159 4.6358 0.560 0.212 2.216
O -1.3031 4.0105 2.4010 1.555 2.515 0.198
O -2.6172 1.8054 2.2497 2.281 1.939 -0.083
O -3.4990 0.1380 0.9215 -1.696 2.831 -1.644
O -3.4038 3.7024 -0.3677 -0.640 0.809 0.432
O 5.3788 -1.7208 0.7043 1.674 0.609 0.001
O 0.6437 1.9618 3.5727 1.417 -0.379 -0.351
O 3.8945 0.1502 -1.5344 0.139 0.291 -0.225
O 3.1250 -2.9288 -0.2035 1.989 -0.195 -0.105
O 0.0638 3.6653 -0.1580 0.945 1.415 -0.744
O -1.2784 -0.2807 1.4882 0.259 1.287 5.340
O -2.5582 2.0730 -2.5766 -0.539 0.982 -0.900
O 2.8604 -1.8329 2.4089 1.371 0.137 1.014
O 0.9369 -1.6854 0.5345 2.371 -3.385 0.371
O 0.0505 -3.8032 -0.9306 2.321 1.471 -0.892
B -4.0612 -2.7824 -0.4385 -1.520 -1.273 -0.908
H -4.7230 -2.9685 -1.2701 -2.889 -0.951 -3.033
H 2.6215 -1.0394 2.8878 -0.366 0.080 0.108
H -2.9850 4.4882 -0.7188 0.237 -0.008 -0.158
H 4.5704 -2.0084 0.2800 -1.092 -0.686 -0.054
H 4.7731 0.5137 -1.6444 0.089 0.147 0.115
H -1.7048 3.1474 2.3012 -1.214 -1.803 -0.500
H 1.2804 2.6593 3.7293 0.069 0.240 0.097
H 1.8001 4.3623 -0.4163 -1.272 -0.547 0.015
H -0.6686 -3.5846 -2.5725 0.285 -0.179 1.131
H -2.0316 4.6256 2.3161 -0.195 -0.038 -0.317
H 2.0696 1.9203 0.6745 0.211 0.253 -0.458
H 1.3016 -3.7221 -1.9565 -2.337 0.031 1.811
H -2.8249 2.9856 -0.6271 0.126 -0.415 -0.010
H -1.0795 -1.1157 -3.7821 0.101 -0.405 0.014
H -4.0195 -3.6031 0.2608 0.272 -3.162 2.504
H -0.1516 2.2593 4.0144 -1.116 0.524 0.343
H -2.2474 3.3410 4.7942 0.126 0.136 -0.112
H -0.2132 3.7651 0.7528 -0.510 0.045 0.635
H -0.5255 0.2916 4.2842 -0.015 -0.021 -0.073
H 0.9826 -0.0408 -2.5269 -0.561 -0.255 -0.500
H 2.1267 0.1864 -1.5618 0.579 0.120 0.083
H -2.0552 2.2588 3.7531 -0.971 -0.981 -1.580
H -0.2002 2.7757 -0.3930 -0.536 -0.617 0.014
H 2.9419 5.2019 0.1160 0.062 0.116 0.111
H -3.1545 -2.5386 -0.9701 3.294 -0.035 -2.454
H -1.9354 -2.7626 -2.6790 -0.278 -0.089 0.498
H -2.3923 1.3159 -3.1383 0.261 -0.584 0.050
H 1.2505 1.5522 1.8933 -0.629 0.003 0.902
H 3.0114 -3.2852 -1.0846 -0.190 -0.338 -0.460
H 1.8442 -2.2151 -3.9567 -0.076 -0.716 0.658
H 2.2396 -1.8702 1.6813 -1.000 0.014 -0.490
H 1.7877 -1.2817 -5.1472 -0.103 0.101 -0.166
H 2.2707 -2.5578 0.0173 -1.073 0.620 0.304
H 2.1298 -4.7043 -2.7573 -0.049 -0.166 0.011
H -1.9724 1.9505 -1.8295 0.347 -0.613 0.466
H -0.8917 -0.6953 3.1962 -0.244 0.059 -1.023
H 5.0879 -1.2919 1.5091 -0.437 -0.123 0.149
H 4.0248 -0.7981 -1.5392 -0.094 -0.569 0.279
H -1.3651 -0.8560 -2.3183 0.158 -0.537 1.290
H -4.4293 -1.8543 -0.0293 -2.457 3.146 1.572

# 2
7
Properties=species:S:1:pos:R:3:forces:R:3 method="wB97M-V/def2-TZVPD" total_charge=+1 fmax_ev_per_a=0.75 homo_lumo_gap_ev=12.2 homo_ev=-16.2 lumo_energy_ha=-0.1440
Rb 3.3496 -11.9719 14.2700 0.117 0.079 0.178
O 0.6888 -12.7515 14.9365 -0.111 0.081 -0.098
O 4.0040 -14.6233 13.1794 -0.379 0.647 0.061
H 3.9730 -14.3209 12.2616 0.093 -0.402 -0.029
H 3.0986 -14.8962 13.3824 0.163 -0.338 -0.159
H 0.2310 -13.1307 15.6992 0.086 0.054 -0.126
H -0.0156 -12.4126 14.3666 0.031 -0.121 0.173

# 3
104
Properties=species:S:1:pos:R:3:forces:R:3 method="wB97M-V/def2-TZVPD" total_charge=-1 fmax_ev_per_a=4.26 homo_lumo_gap_ev=1.5 homo_ev=-3.0 lumo_energy_ha=-0.0532
Br 6.3599 1.2039 0.0441 0.740 -2.116 2.245
Ca 0.3626 -1.3485 3.3512 0.132 -3.387 2.586
K 7.3950 3.0424 -1.2736 0.865 2.631 -1.570
Cl 0.3275 -4.3446 4.9569 -0.011 -0.169 0.096
Cl -1.2353 -6.4309 6.2666 0.016 -0.011 -0.023
Cl 0.7808 -4.9816 7.7685 0.032 -0.003 -0.017
S 0.9005 -3.3873 -2.8176 -0.353 0.647 -1.630
S 5.0904 1.7774 4.0272 0.095 0.171 -0.347
P 4.0966 5.1622 -0.0435 0.120 0.132 -0.141
F 3.6025 5.3236 -1.6113 0.237 0.091 0.249
F 5.6316 5.1935 0.6169 -0.074 -0.178 -0.300
F 0.6691 -2.1125 -0.3233 0.016 0.632 0.112
F 3.3981 -3.0845 -2.0614 0.107 0.564 0.207
F 4.1353 0.2225 -0.2659 -1.410 -0.920 -0.403
F 1.7390 -3.6200 0.7736 0.073 -0.057 0.250
F 2.5389 5.7294 0.3104 -0.053 -0.173 -0.241
F 2.4186 -1.3465 1.5876 0.146 -0.225 0.428
F 4.4505 6.7755 -0.1552 -0.245 -0.237 0.318
F 2.0803 0.5280 0.1904 -0.549 0.034 -0.626
F 3.6988 4.2535 1.2887 0.233 0.289 -0.058
F 4.0827 -2.1965 0.5061 0.117 -0.246 -0.305
F 2.6475 -0.4000 -1.7086 -0.202 -0.099 0.047
F 2.3842 -4.7811 -1.2145 0.205 -0.111 0.243
F 4.6136 3.7098 -0.6722 -0.322 0.266 0.071
O 0.1624 0.4054 -6.1688 0.036 0.015 0.042
O 3.7639 2.4135 4.3030 -0.091 -0.137 0.206
O 1.4889 -4.0200 -3.9812 0.460 -0.536 0.178
O -2.9325 -3.1677 -2.2372 -0.193 -0.129 0.396
O 1.8977 -0.9583 -6.3450 0.012 -0.006 0.010
O -6.4597 -1.3834 0.5816 -0.038 0.102 0.020
O 1.3103 0.0853 -4.4901 0.035 0.302 -0.176
O 0.6491 -1.9803 -3.0837 0.254 0.193 0.704
N -4.9946 -2.9017 -0.2707 -0.184 -0.218 0.169
N -6.2517 -4.6183 -6.8928 -0.294 -0.062 -0.312
N -0.3272 3.8750 2.5758 -0.025 0.065 0.153
N -0.2455 -4.1360 -2.1462 0.138 -0.391 0.444
N -3.1349 -3.8215 -4.4294 -0.166 -0.386 0.534
N -5.3978 -0.9417 -1.3826 -0.056 0.127 -0.040
C 1.1310 1.7586 2.6183 0.014 -0.654 -0.228
C -2.4782 -3.7979 -3.1608 0.035 0.403 -0.324
C 0.3327 -5.6315 6.1913 -0.071 -0.029 0.081
C -5.7918 -4.5581 -7.9418 -0.042 -0.008 -0.004
C 1.8644 -2.7003 -0.2204 0.216 -1.066 0.227
C -4.5663 -4.0551 -4.3257 -0.126 0.154 -0.927
C 0.1014 4.0000 1.1494 0.016 -0.081 -0.021
C 0.6361 2.9859 3.3347 0.180 -0.022 0.186
C -2.8146 -2.6233 -5.2124 0.509 -0.869 -0.251
C -2.6988 5.6428 2.8580 -0.008 0.023 -0.006
C 2.8803 -1.6821 0.3230 -0.384 0.681 -0.259
C 6.0565 1.9053 5.5375 -0.063 -0.012 0.217
C -5.2091 -4.4827 -9.2706 0.206 0.029 -0.342
C -1.7270 3.3336 2.6926 -0.205 0.041 -0.159
C 2.9384 -0.3116 -0.4328 0.691 0.304 0.400
C -2.7816 4.2895 2.1654 -0.071 0.202 -0.024
C 0.1203 0.6608 2.2316 -0.323 1.355 -0.141
C -5.6723 -1.7253 -0.2911 0.191 -0.137 -0.181
C 4.8287 0.0045 4.1201 -0.044 -0.069 0.190
C 1.1661 -0.2071 -5.7074 -0.069 -0.048 0.011
C -0.2521 5.2244 3.2443 -0.033 0.273 -0.020
C -1.2898 6.2092 2.7402 -0.213 0.048 -0.079
C 2.2357 -3.4821 -1.5225 -0.851 -0.440 -0.553
C -1.2106 -4.6177 -3.1030 -0.020 0.204 0.337
H 1.0732 -6.3656 5.9056 0.025 0.004 -0.033
H -0.8439 -4.7080 -4.1254 0.113 -0.057 -0.107
H 1.8637 1.3079 3.2964 0.087 0.266 0.075
H 0.1601 2.7338 4.2833 -0.107 0.040 -0.034
H 1.5087 3.6010 3.5566 0.071 -0.052 -0.071
H -0.5676 0.4138 3.1005 0.057 1.029 -0.910
H -1.5285 -5.6230 -2.8044 -0.206 -0.128 -0.108
H -4.8223 -4.8281 -3.6103 0.159 -0.006 0.282
H -2.6830 4.4107 1.0845 0.023 -0.017 -0.004
H -4.7519 -1.2118 -2.1037 0.083 -0.123 0.101
H -0.0268 3.0404 0.6569 0.015 -0.007 -0.013
H -1.8662 -2.2176 -4.8723 0.071 0.263 0.039
H -5.1566 -3.5127 0.5063 -0.052 0.065 0.066
H 0.7551 5.6017 3.0752 0.060 -0.086 0.008
H -5.8716 -0.0625 -1.4484 -0.041 0.005 0.019
H 4.3249 -0.2410 5.0567 -0.038 0.065 -0.006
H 0.6847 -0.2347 1.9458 -0.007 1.694 -1.611
H -1.8992 3.1296 3.7498 0.062 -0.014 0.019
H -0.5129 4.7389 0.6494 0.027 0.038 0.003
H -5.1435 -3.1436 -4.1386 -0.040 0.085 0.381
H 1.1452 4.3070 1.1228 0.042 0.052 -0.050
H 4.1989 -0.2696 3.2793 0.010 -0.025 -0.128
H -3.4211 6.3339 2.4236 -0.007 0.004 0.000
H 6.9816 1.3414 5.4210 0.000 0.002 -0.059
H -5.4766 -5.3558 -9.8629 -0.063 -0.053 0.090
H 1.6978 2.0473 1.7377 0.117 -0.033 0.063
H -5.5585 -3.5977 -9.7989 -0.064 0.043 0.093
H -3.7644 3.8478 2.3322 0.060 -0.155 0.004
H 5.7783 -0.5249 4.0534 0.036 0.073 -0.114
H -1.0834 6.4929 1.7068 0.048 -0.016 0.000
H -2.9641 5.5316 3.9146 0.019 -0.030 0.003
H -4.1227 -4.4336 -9.2160 0.003 0.001 0.123
H -1.7690 2.3989 2.1429 0.084 -0.073 0.075
H 5.4807 1.5238 6.3818 -0.034 -0.009 -0.029
H -0.3886 5.0459 4.3121 0.019 -0.064 0.006
H -4.9045 -4.4068 -5.3000 0.053 0.009 0.277
H -1.2102 7.1274 3.3234 0.151 -0.038 0.051
H -3.6067 -1.8782 -5.1555 -0.031 0.201 0.147
H -0.4823 0.9182 1.3621 -0.123 -0.129 0.036
H -4.3433 -3.1818 -0.9877 0.132 0.189 -0.015
H 6.2884 2.9560 5.6981 -0.016 0.023 -0.064
H -2.6680 -2.9307 -6.2458 -0.139 0.216 -0.254